Record 1
The following is a DFT calculation (ωB97M-V/def2-TZVPD) of a molecular structure, C32H31N5O9PSSrTe at a distorted geometry.

Last column: Mulliken charge in e.
Cartesian coordinates (Å):
Sr -0.06998 -0.65351 -0.27124  1.328
O 1.63982 -2.08611 7.02616  -0.726
C 2.15262 -1.32721 6.21176  0.076
O 3.02632 -0.46141 6.31096  -0.653
C 1.56952 -1.33951 4.74396  0.378
C 0.22442 -1.03191 4.53986  -0.682
C -0.24628 -0.80331 3.26116  -1.357
N 0.52422 -0.86081 2.17066  0.888
C 1.82082 -1.17201 2.35436  0.686
C 2.36942 -1.41651 3.60586  -0.999
C 2.68442 -1.18601 1.09566  0.695
O 3.85342 -1.52711 1.17056  -0.812
O 2.07612 -0.82751 0.01896  -0.937
H -0.44088 -0.97871 5.38796  0.448
H -1.29088 -0.55051 3.08796  0.465
H 3.42512 -1.62971 3.68496  0.539
N -6.74928 2.57809 -4.28814  -0.559
C -5.58178 2.08999 -3.72824  1.145
C -4.45208 1.86429 -4.51624  -0.887
C -3.28818 1.39419 -3.93844  -0.544
C -3.23768 1.17489 -2.57704  -0.320
C -4.33848 1.41399 -1.77854  -0.374
C -5.50688 1.86709 -2.35024  -0.879
S -1.75908 0.50439 -1.86394  1.547
O -0.62118 1.05609 -2.56314  -0.633
O -1.77318 0.79209 -0.43394  -0.790
N -1.66808 -1.07091 -2.00064  -0.202
C -2.66658 -1.83131 -1.61514  -0.013
N -3.94148 -1.39751 -1.72894  -0.371
C -4.89438 -2.20711 -1.33514  -0.142
C -4.65428 -3.46501 -0.79754  -1.123
C -3.32038 -3.83661 -0.73404  0.128
N -2.35198 -3.05741 -1.15094  0.045
H -6.85818 2.42669 -5.27854  0.222
H -7.58908 2.41269 -3.75344  0.220
H -4.49638 2.04389 -5.58224  0.290
H -2.40748 1.19269 -4.52974  0.487
H -4.27138 1.22369 -0.72124  0.542
H -6.38258 2.03669 -1.73984  0.283
H -5.90308 -1.82391 -1.46244  0.409
H -5.45148 -4.10151 -0.45104  0.393
H -2.99558 -4.79471 -0.33724  0.436
Te 1.78112 1.83529 -0.82174  0.372
C 1.81762 4.01399 -0.72064  -0.131
C 1.04982 4.70599 0.20546  -0.160
C 1.13342 6.08489 0.31146  -0.624
C 1.99062 6.79569 -0.51294  -0.382
C 2.75832 6.11699 -1.44554  -0.595
C 2.66962 4.73889 -1.54464  -0.089
C 3.23292 1.75959 0.74646  -0.040
C 4.58012 1.65389 0.44146  -0.243
C 5.50062 1.38889 1.44116  -0.642
C 5.07422 1.22619 2.74806  -0.570
C 3.73312 1.36489 3.06426  -0.502
C 2.81522 1.62909 2.06176  -0.104
H 0.38172 4.15319 0.85416  0.347
H 0.53422 6.60919 1.04446  0.367
H 2.06652 7.87159 -0.42424  0.361
H 3.43402 6.66319 -2.09064  0.368
H 3.27702 4.20939 -2.26564  0.326
H 4.90572 1.74959 -0.58794  0.345
H 6.54732 1.27819 1.18866  0.371
H 5.77912 0.96389 3.52196  0.430
H 3.40632 1.22169 4.08456  0.482
H 1.75532 1.69479 2.29386  0.347
C 2.48782 -4.44861 -0.16134  -0.251
O 1.22432 -4.95591 -0.56084  -0.441
P -0.14348 -4.04361 -0.78594  -0.095
O 0.51062 -2.70721 -1.44584  0.487
C 0.76352 -2.73041 -2.83484  -0.982
O -0.25538 -3.27951 0.66806  0.525
C -0.44768 -4.10371 1.80756  -1.015
H 2.71092 -4.79371 0.84956  0.272
H 2.50712 -3.35561 -0.17284  -0.134
H 3.23302 -4.83371 -0.85864  0.297
H 1.55322 -2.00371 -3.03084  0.224
H -0.13708 -2.44601 -3.38354  0.223
H 1.08892 -3.72071 -3.16564  0.339
H 0.19052 -3.72861 2.61066  0.203
H -0.17718 -5.14281 1.59026  0.423
H -1.49118 -4.06871 2.13666  0.243

ΔE to the lowest compared entry with this formula, charge and spin, kJ/mol: 247.9
Total charge: -1
Gap between HOMO and LUMO, eV: 6.98

=====

Record 2
The following is a DFT calculation (ωB97M-V/def2-TZVPD) of a molecular structure, C29H33N6O2PPb at a distorted geometry.

Last column: Mulliken charge in e.
Cartesian coordinates (Å):
Pb 1.42195 -0.30292 -0.61168  1.294
C 1.40988 -3.96282 0.61453  -1.505
C 0.75984 -3.41062 1.84472  0.877
C -0.12199 -4.16394 2.58381  -0.706
C -0.62943 -3.68266 3.79455  -0.749
C -0.21661 -2.45179 4.30394  -0.785
C 0.67446 -1.65677 3.61489  1.248
C 1.17069 -0.37853 4.21014  -1.821
C 1.14935 -2.11835 2.34126  0.435
N 1.99686 -1.35327 1.60964  -0.009
C 3.25422 -1.05290 2.08809  -0.052
O 3.79082 -1.66928 2.98160  -0.591
C 3.94995 0.06889 1.37849  0.330
C 5.24714 0.43454 1.69690  -0.632
C 5.78120 1.55546 1.07177  -0.391
C 5.01044 2.28838 0.17793  -0.608
C 3.72934 1.83984 -0.10270  0.381
N 3.24432 0.74922 0.47855  -0.004
C 2.80837 2.56317 -1.05703  -0.110
O 3.14129 3.61386 -1.56893  -0.645
N 1.60989 1.94236 -1.20165  0.084
C 0.54255 2.46682 -1.93098  -0.174
C 0.53636 2.43181 -3.34638  1.468
C 1.76285 2.02003 -4.09753  -1.544
C -0.61128 2.83243 -4.01419  -0.977
C -1.71224 3.31641 -3.31750  -0.608
C -1.68170 3.40032 -1.92887  -0.746
C -0.57836 2.96177 -1.21598  0.363
C -0.51716 3.09674 0.27952  -1.236
H 0.89797 -4.85570 0.26219  0.479
H 2.44139 -4.23690 0.85257  0.376
H 1.46297 -3.22807 -0.18930  0.132
H -0.39656 -5.15451 2.24388  0.480
H -1.33894 -4.27910 4.35336  0.489
H -0.57716 -2.12354 5.27057  0.493
H 0.44881 0.03832 4.90942  0.537
H 1.42194 0.37165 3.46242  0.242
H 2.08257 -0.59630 4.77338  0.365
H 5.79975 -0.14583 2.42192  0.549
H 6.79486 1.86423 1.29007  0.483
H 5.37464 3.18597 -0.30138  0.550
H 2.22881 1.12675 -3.67619  0.210
H 2.50102 2.82244 -4.02553  0.329
H 1.54152 1.85028 -5.14871  0.460
H -0.63761 2.78635 -5.09567  0.465
H -2.58703 3.65860 -3.85524  0.494
H -2.51407 3.85162 -1.40012  0.665
H -1.50257 3.30797 0.69508  0.410
H 0.14447 3.92136 0.55301  0.442
H -0.11422 2.19593 0.74861  0.140
C -4.22369 -0.45877 -2.13695  -0.813
N -3.19778 -1.48922 -2.16293  0.238
C -3.42190 -2.43796 -1.07821  -0.972
N -3.44819 -1.76707 0.22565  0.258
C -4.49439 -0.75328 0.24307  -0.874
N -4.20724 0.20301 -0.82635  0.426
C -3.06608 1.03755 -0.61519  -1.267
P -1.46519 0.00439 -0.58128  1.202
C -1.85316 -0.95370 -2.16042  -1.180
C -2.15915 -1.26444 0.62237  -0.874
H -5.20120 -0.91178 -2.29797  0.292
H -4.03433 0.27182 -2.92270  0.400
H -2.62012 -3.17624 -1.08719  0.377
H -4.37250 -2.95000 -1.22919  0.315
H -4.51991 -0.25206 1.20992  0.369
H -5.45708 -1.22408 0.05123  0.322
H -3.15470 1.57915 0.32891  0.462
H -2.96695 1.75548 -1.43556  0.364
H -1.13965 -1.77748 -2.25295  0.605
H -1.71759 -0.29057 -3.01772  0.352
H -2.22687 -0.79495 1.60710  0.551
H -1.44791 -2.08952 0.69509  0.078

Total charge: +2
Gap between HOMO and LUMO (alpha / beta), eV: 3.90 / 4.83

=====

Record 3
The following is a DFT calculation (ωB97M-V/def2-TZVPD) of 2 unconnected molecules or ions with the total composition C29H39ClF8N6O5S at a distorted geometry.

Last column: Mulliken charge in e.
Cartesian coordinates (Å):
N -2.74807 -0.60751 5.08751  -0.507
C -1.59400 -0.98682 5.16741  0.543
O -0.23017 -1.28195 5.02555  -0.324
C 0.17448 -1.68917 3.70768  -1.416
N -0.79892 -2.19161 2.69435  0.951
C -1.38537 -3.52432 3.07199  -0.953
C -0.72939 -4.79676 2.32837  -0.255
N -1.82338 -5.80980 2.13364  -0.648
C -0.98797 -1.44742 1.57657  -0.627
C -1.90514 -1.79728 0.33330  1.035
F -3.17095 -1.10954 0.29933  -0.296
F -2.26572 -3.20836 0.23028  -0.328
C -1.21949 -1.49233 -1.10685  -0.196
C 0.15904 -2.10634 -1.54370  -0.047
C 0.75890 -1.71431 -2.94363  -0.720
C 0.06256 -0.71802 -3.93864  -0.540
C -1.31643 -0.13031 -3.51457  -0.036
C -2.15325 0.87598 -4.46921  0.947
F -2.77205 1.90384 -3.66603  -0.244
F -3.26121 0.09555 -4.97354  -0.248
F -1.38540 1.40209 -5.53310  -0.217
C -1.93816 -0.51624 -2.11497  -0.435
C 0.02004 -0.18378 1.86550  0.514
C 0.44583 0.75320 0.62065  -0.795
C 0.88392 2.25609 1.02785  -0.583
C 2.03360 2.82514 0.02344  -0.444
Cl 1.32247 2.84652 -1.66723  -0.163
N -0.79783 0.77203 2.69748  -0.561
C -1.96334 1.04601 2.19433  0.350
S -3.18753 1.91703 1.44717  -0.076
C 1.21369 -0.75287 2.84728  1.431
C 2.16176 -1.53882 1.79202  0.375
C 3.00147 -2.76389 2.39343  -0.616
O 2.34611 -4.06888 2.25720  -0.416
C 3.49057 -2.63895 3.91524  -0.066
N 3.77101 -4.05482 4.40280  -0.617
C 1.94175 0.29393 3.83344  -1.304
C 3.44622 0.71056 3.45614  -0.133
O 3.58669 1.86518 2.59352  -0.510
C 4.15109 1.14216 4.87784  -0.791
N 5.13409 0.08052 5.29450  -0.591
H 0.76593 -2.66539 3.93765  0.719
H -1.32534 -3.63378 4.21158  0.413
H -2.51442 -3.47219 2.81476  0.570
H -0.17061 -4.52930 1.36939  0.052
H 0.03486 -5.25407 3.05837  0.386
H -2.50924 -5.47660 1.43627  0.309
H -2.25760 -5.95376 3.06006  0.295
H 0.74813 -2.83168 -0.87894  0.282
H 1.77429 -2.12632 -3.27232  0.319
H 0.49513 -0.40726 -4.94697  0.386
H -2.94682 -0.00336 -1.88226  0.316
H -0.44823 0.89254 -0.10756  0.337
H 1.29687 0.32800 -0.02332  0.465
H 1.13584 2.40078 2.13086  0.280
H -0.03560 2.93795 0.82516  0.327
H 2.42732 3.84597 0.38790  0.383
H 2.95503 2.12354 0.02929  0.235
H 2.93138 -0.83415 1.28102  0.675
H 1.56645 -1.97724 0.89501  -1.257
H 3.96496 -2.85148 1.74577  0.477
H 2.56853 -4.46832 1.38294  0.387
H 2.73438 -2.19878 4.65018  0.031
H 4.50760 -2.09139 4.01435  0.161
H 4.05537 -3.92779 5.38526  0.278
H 4.52591 -4.48147 3.83623  0.247
H 1.36186 1.29324 3.95984  0.533
H 2.02195 -0.11607 4.91828  0.640
H 4.11272 -0.11457 3.04110  0.320
H 3.28205 2.64141 3.13578  0.511
H 4.76426 2.10331 4.70251  0.372
H 3.37297 1.38945 5.69145  0.417
H 5.58381 0.37056 6.17791  0.269
H 5.89037 0.13001 4.58153  0.236
C -3.04996 3.31239 -6.89315  -0.058
C -4.07157 4.24197 -6.26104  -0.277
O -4.05946 5.55160 -6.80085  -0.382
C -4.77635 5.80923 -8.03970  0.125
O -6.02316 5.38721 -7.96360  -0.817
C -4.02190 5.29147 -9.31898  0.704
F -2.67932 5.48983 -9.20636  -0.277
F -4.39628 5.97776 -10.42692  -0.294
F -4.19199 3.98241 -9.59860  -0.274
H -2.11045 3.83333 -7.09526  0.216
H -2.85071 2.46484 -6.23668  -0.426
H -3.41549 2.90341 -7.83511  0.241
H -3.79210 4.36282 -5.20841  0.214
H -5.07050 3.79444 -6.25647  0.297
H -4.63236 6.89976 -8.13229  0.194

Total charge: 0
Gap between HOMO and LUMO, eV: 1.11

=====

In order of appearance, E_tot = -3227.42692 -2137.51314 -3489.83042 hartree.